Entry 1:
Here is an isolated ion of composition C5H12N2O and charge +1 in a non-equilibrium geometry from the OMol25 dataset. Energies are from ωB97M-V with the def2-TZVPD basis set.

CARTESIAN COORDINATES (ANGSTROEM)
O1 0.4979 -0.3590 2.0376
N1 -0.2785 1.0131 0.1108
N2 0.0457 -1.6398 -1.2702
C1 -1.4630 -1.0803 0.9226
C2 -0.0735 -0.4617 0.8553
C3 -0.2956 1.0863 -1.4150
C4 0.8577 -1.3030 -0.1797
C5 0.7242 1.9845 0.7183
H1 1.6395 1.4391 0.9290
H2 -2.2035 -0.5581 0.3025
H3 -1.0855 0.3563 -1.7208
H4 -1.8576 -1.2823 1.9353
H5 0.4525 -2.5030 -1.7192
H6 -1.3034 -2.0594 0.4278
H7 -0.6334 2.1144 -1.7460
H8 0.5978 0.8372 -1.9043
H9 0.2140 2.2161 1.6638
H10 1.0296 2.8188 -0.0199
H11 1.7677 -0.5818 -0.4107
H12 1.3675 -2.0372 0.4827

Atomic forces in eV per Å
-0.62 0.10 -1.56
4.62 0.02 -1.31
1.37 -1.71 -0.49
-0.63 -1.73 -0.27
-0.43 1.17 0.56
-4.46 0.63 1.39
1.65 2.22 1.07
-1.46 0.21 -1.54
0.04 -0.32 0.27
0.35 0.06 0.35
0.80 0.76 -0.02
0.43 0.49 -0.46
-0.50 0.91 0.37
-0.58 0.31 0.48
0.52 -1.00 0.67
1.64 -0.33 -0.10
0.72 0.74 -0.12
-1.13 -1.11 1.47
-1.68 -1.20 -0.12
-0.66 -0.25 -0.65

Largest force on an atom   4.8 eV/A
Frontier orbital gap (spin up / spin down)   0.29973 / 0.29635 hartree
⟨S²⟩   1.688
ΔE to the lowest compared entry with this formula, charge and spin   5.540 eV
2S+1   2
Highest occupied orbital energy (spin up / spin down)   -0.5521 / -0.5581 Eh
Charge   +1
LUMO level (spin up / spin down)   -0.252 / -0.262 Ha

Charges computed using natural (NBO), reported in e: -0.232, -0.001, -0.403, -0.643, 0.368, -0.485, -0.314, -0.476, 0.248, 0.252, 0.259, 0.270, 0.362, 0.247, 0.258, 0.249, 0.267, 0.250, 0.255, 0.266


Entry 2:
Here is an isolated ion of composition C5H12N2O and charge +2 in a non-equilibrium geometry from the OMol25 dataset. Energies are from ωB97M-V with the def2-TZVPD basis set.

CARTESIAN COORDINATES (ANGSTROEM)
O1 0.3254 1.9347 2.9210
N1 1.8678 0.2399 1.6730
N2 -1.4967 -1.5875 -2.5383
C1 0.2222 0.9137 -0.1633
C2 -0.1220 -0.0429 -1.2807
C3 -1.1182 -0.9253 -1.2675
C4 0.4696 0.2717 1.2102
C5 -0.3195 1.1674 2.2737
H1 -0.4623 1.7636 -0.2265
H2 2.0509 0.6762 2.5863
H3 -2.2143 -2.2779 -2.3168
H4 1.1101 1.5100 -0.4981
H5 2.4696 0.7632 1.0009
H6 0.3895 0.2698 -2.2009
H7 -1.8552 -0.8902 -3.1976
H8 0.1017 -0.7728 1.2508
H9 2.3077 -0.6927 1.7134
H10 -1.3865 1.0932 2.3868
H11 -1.6685 -1.3291 -0.4107
H12 -0.6712 -2.0851 -2.9156

Atomic forces in eV per Å
0.10 -0.05 0.14
2.26 0.15 -1.20
0.61 -0.26 0.53
1.73 0.15 -0.79
-0.73 0.83 -0.24
0.87 0.10 0.31
-2.44 0.12 1.28
1.65 -0.24 -0.18
-0.69 -0.37 0.71
-0.63 0.38 0.17
-0.20 -0.12 -0.48
-0.14 -0.80 0.41
-0.31 -0.20 0.58
-0.44 -0.60 -0.01
-0.03 -0.31 -0.23
0.09 0.64 -0.09
-0.51 0.11 -0.04
-0.82 -0.25 -0.33
0.18 0.52 -0.30
-0.56 0.20 -0.24

Largest force on an atom   2.8 eV/A
Frontier orbital gap   0.39227 hartree
ΔE to the lowest compared entry with this formula, charge and spin   0.453 eV
SMILES string   [NH3+]/C=C/C[C@@H]([NH3+])C=O
Highest occupied orbital energy   -0.6570 Eh
Charge   +2
LUMO level   -0.265 Ha

Charges computed using natural (NBO), reported in e: -0.458, -0.681, -0.690, -0.487, -0.139, -0.078, -0.163, 0.427, 0.295, 0.482, 0.465, 0.258, 0.454, 0.250, 0.468, 0.242, 0.461, 0.184, 0.245, 0.466


Entry 3:
Here is an isolated ion of composition C5H12N2O and charge +2 in a non-equilibrium geometry from the OMol25 dataset. Energies are from ωB97M-V with the def2-TZVPD basis set.

CARTESIAN COORDINATES (ANGSTROEM)
O1 2.1847 0.8268 -1.3556
N1 2.3509 -0.2854 1.2465
N2 -2.0729 -0.6262 -1.0888
C1 1.1618 0.5167 0.7645
C2 -1.1325 0.3359 -0.4623
C3 1.6633 1.3690 -0.4230
C4 -3.1836 -0.9412 -0.5636
C5 0.0566 -0.3784 0.2022
H1 -3.3431 -0.7804 0.4938
H2 2.7291 0.1814 2.0793
H3 -1.8559 -0.8412 -2.0589
H4 -0.3730 -0.9490 1.0154
H5 -1.6353 1.1545 0.0442
H6 3.1344 -0.1826 0.5814
H7 0.4759 -1.0992 -0.5022
H8 -0.6994 0.8276 -1.3390
H9 -3.9565 -1.4706 -1.0973
H10 0.7955 1.1604 1.5465
H11 1.5434 2.4638 -0.4546
H12 2.1568 -1.2819 1.3716

Atomic forces in eV per Å
0.10 -0.40 0.31
0.30 0.95 -0.21
-0.04 1.00 0.44
-0.18 0.49 -1.33
1.66 0.34 -1.62
0.44 0.56 -0.66
-0.13 -0.81 0.33
-0.80 -0.69 0.90
-0.08 0.56 0.07
-0.23 -0.66 0.39
-0.31 -0.19 -0.10
0.09 -0.38 0.44
-0.28 -0.51 0.62
-0.33 -0.42 -0.34
0.11 0.15 -0.15
-0.18 0.18 -0.06
0.04 -0.22 -0.39
0.02 0.00 0.54
-0.31 -0.03 0.44
0.13 0.08 0.38

Largest force on an atom   2.3 eV/A
Frontier orbital gap   0.35784 hartree
ΔE to the lowest compared entry with this formula, charge and spin   0.501 eV
SMILES string   C=[NH+]CC[C@@H]([NH3+])C=O
Highest occupied orbital energy   -0.6703 Eh
Charge   +2
LUMO level   -0.312 Ha

Charges computed using natural (NBO), reported in e: -0.448, -0.672, -0.396, -0.147, -0.249, 0.377, 0.178, -0.430, 0.233, 0.468, 0.459, 0.237, 0.262, 0.470, 0.252, 0.243, 0.259, 0.251, 0.191, 0.464


Entry 4:
Here is a 2-piece molecular cluster, C5H12N2O2 overall in a non-equilibrium geometry from the OMol25 dataset. Energies are from ωB97M-V with the def2-TZVPD basis set.

CARTESIAN COORDINATES (ANGSTROEM)
O1 0.5382 0.9596 -0.5479
O2 -1.6140 0.9814 0.3930
N1 0.8489 -0.3259 1.1466
N2 -1.0901 -0.5881 -1.2555
C1 0.9159 2.1930 0.0520
C2 1.7775 -1.1163 0.3789
C3 -2.0376 -0.8195 -2.0587
C4 -0.1610 -1.1419 1.7704
C5 -1.0111 0.7726 -0.7139
H1 -1.2349 1.5259 -1.5140
H2 -0.6592 -1.8404 1.0926
H3 2.5236 -0.4795 -0.0893
H4 1.2781 -1.7207 -0.3851
H5 -2.7368 -0.0412 -2.3964
H6 0.3934 -1.7815 2.4832
H7 0.8898 3.0159 -0.6702
H8 1.9303 2.1217 0.4450
H9 0.2548 2.4388 0.8834
H10 -2.2163 -1.8333 -2.4179
H11 -0.8680 -0.5266 2.3148
H12 2.2786 -1.7941 1.0889

Atomic forces in eV per Å
0.17 -0.26 0.21
0.36 -0.31 -0.86
0.39 0.07 -0.29
0.03 -0.26 -0.09
-0.26 0.14 0.39
0.11 -0.05 0.04
0.14 0.32 0.31
-0.09 0.01 -0.06
-1.13 0.58 1.09
0.42 -0.05 -0.03
-0.05 0.21 -0.11
-0.02 -0.01 0.03
-0.03 0.03 0.08
0.10 -0.06 0.03
0.11 0.21 -0.06
-0.08 -0.28 -0.19
0.01 -0.28 -0.21
-0.15 -0.13 -0.08
0.12 0.09 0.02
-0.05 -0.03 -0.15
-0.10 0.07 -0.08

Largest force on an atom   1.7 eV/A
Frontier orbital gap (spin up / spin down)   0.21639 / 0.27364 hartree
ΔE to the lowest compared entry with this formula, charge and spin   7.345 eV
Highest occupied orbital energy (spin up / spin down)   -0.2977 / -0.3134 Eh
LUMO level (spin up / spin down)   -0.081 / -0.040 Ha

Charges computed using natural (NBO), reported in e: -0.391, -0.738, -0.033, -0.452, -0.277, -0.487, -0.035, -0.485, 0.482, 0.126, 0.229, 0.215, 0.232, 0.147, 0.221, 0.197, 0.196, 0.218, 0.170, 0.246, 0.218


Entry 5:
Here is a 2-piece molecular cluster, C5H12N2O2 overall in a non-equilibrium geometry from the OMol25 dataset. Energies are from ωB97M-V with the def2-TZVPD basis set.

CARTESIAN COORDINATES (ANGSTROEM)
O1 3.0501 -0.2689 -0.9443
O2 2.4647 -0.8465 1.0855
N1 1.1819 1.2465 0.1320
N2 2.8119 0.0896 0.4320
C1 0.0072 0.7952 0.2216
C2 -1.1762 1.6448 0.5750
C3 -0.2419 -0.6414 -0.1579
C4 -1.0793 -0.7252 -1.4348
C5 -0.9131 -1.4107 0.9798
H1 3.3448 0.5468 -1.3650
H2 -1.6797 1.9358 -0.3479
H3 -0.8681 2.5486 1.0975
H4 -0.6204 -0.1515 -2.2342
H5 -1.1419 -1.7634 -1.7546
H6 -0.9016 -2.4717 0.7450
H7 1.3467 2.2125 0.3931
H8 -2.0902 -0.3621 -1.2688
H9 -0.3798 -1.2640 1.9163
H10 -1.9512 -1.1044 1.1043
H11 0.7240 -1.1066 -0.3606
H12 -1.8880 1.0964 1.1860

Atomic forces in eV per Å
-0.18 -1.03 0.21
0.44 0.74 -1.41
-0.87 0.63 -0.47
1.67 -1.04 1.37
-0.29 0.35 -0.24
-0.05 0.04 0.14
0.04 -0.26 -0.03
0.14 -0.02 0.14
0.09 0.08 -0.11
-0.06 0.23 0.23
-0.08 0.01 0.00
-0.01 0.01 0.01
0.02 0.08 -0.17
-0.05 -0.07 -0.04
-0.04 -0.13 0.03
-0.34 0.18 0.12
-0.17 0.07 -0.03
0.01 -0.03 0.11
-0.07 -0.02 0.07
-0.11 0.14 0.00
-0.11 0.04 0.06

Largest force on an atom   2.4 eV/A
Frontier orbital gap   0.34773 hartree
ΔE to the lowest compared entry with this formula, charge and spin   4.756 eV
SMILES string   [H]/N=C(\C)C(C)C.O=NO
Highest occupied orbital energy   -0.3160 Eh
LUMO level   0.032 Ha

Charges computed using natural (NBO), reported in e: -0.611, -0.371, -0.591, 0.375, 0.385, -0.693, -0.307, -0.593, -0.600, 0.466, 0.235, 0.222, 0.214, 0.218, 0.219, 0.351, 0.197, 0.221, 0.195, 0.242, 0.227


Entry 6:
Here is one molecule with the formula C5H12N2O2 in a non-equilibrium geometry from the OMol25 dataset. Energies are from ωB97M-V with the def2-TZVPD basis set.

CARTESIAN COORDINATES (ANGSTROEM)
O1 -0.6964 0.9206 1.1761
O2 -1.1269 1.2007 -1.4150
N1 0.6756 -0.9109 0.5989
N2 1.4522 1.8026 0.0072
C1 1.8748 0.8629 -0.7350
C2 -1.1917 -0.1327 -0.9924
C3 -0.6594 -0.3184 0.5572
C4 1.6380 -0.5870 -0.4271
C5 -1.6139 -1.2761 1.2683
H1 -1.6883 -2.2141 0.7225
H2 1.6943 2.7421 -0.2738
H3 -0.7115 -0.7668 -1.7476
H4 1.3115 -1.0384 -1.3687
H5 -1.2878 1.7418 -0.6205
H6 2.5930 -1.0506 -0.1615
H7 1.0660 -0.7227 1.5165
H8 -1.2349 -1.4813 2.2670
H9 -2.5958 -0.8173 1.3549
H10 0.1700 1.4681 0.8026
H11 -2.2367 -0.4587 -0.9641
H12 2.5677 1.0362 -1.5653

Atomic forces in eV per Å
1.21 1.51 -0.37
0.18 0.34 -0.04
0.27 -0.04 0.07
-0.06 -0.33 -0.30
0.94 0.44 0.68
-0.23 -0.50 1.35
-0.43 -0.47 -1.82
-0.74 0.11 -0.19
0.22 0.43 -0.02
0.01 -0.02 -0.05
0.26 0.07 -0.28
0.20 0.15 0.34
0.22 -0.14 -0.02
-0.01 -0.27 -0.20
0.04 0.08 -0.15
-0.07 -0.08 0.00
0.02 -0.05 0.11
-0.09 0.00 0.01
-1.66 -1.38 0.96
-0.06 -0.01 0.02
-0.21 0.15 -0.11

Largest force on an atom   2.4 eV/A
Frontier orbital gap   0.35822 hartree
ΔE to the lowest compared entry with this formula, charge and spin   2.169 eV
SMILES string   [H]/N=C/CN[C@@](C)(O)CO
Highest occupied orbital energy   -0.3285 Eh
LUMO level   0.030 Ha

Charges computed using natural (NBO), reported in e: -0.801, -0.734, -0.651, -0.665, 0.200, -0.101, 0.380, -0.294, -0.614, 0.211, 0.371, 0.170, 0.212, 0.482, 0.229, 0.368, 0.211, 0.213, 0.487, 0.159, 0.167


Q: Which of these has the highest largest force on an atom?
A: number 1